Entry from OMol25: C5H8N2 in the gas phase in a non-equilibrium geometry (ωB97M-V/def2-TZVPD).

Last column: Löwdin charge in e.
Positions of all 15 atoms, in Å:
N 1.928200 -0.746774 -0.097831  0.05
C 0.835565 0.084369 0.386208  -0.39
C 1.203772 1.519325 0.542473  -0.17
N 1.514192 2.628531 0.658565  0.14
C -0.373926 -0.035122 -0.519513  -0.29
C -1.716090 0.400159 -0.016337  -0.11
C -1.423104 -1.061260 -0.207550  -0.11
H 2.730142 -0.677926 0.521816  0.08
H 2.232945 -0.418074 -1.010355  0.08
H 0.556067 -0.275962 1.384894  0.15
H -0.157496 0.162043 -1.568522  0.14
H -1.774074 0.785917 0.997644  0.11
H -2.383000 0.891445 -0.716694  0.10
H -1.895190 -1.583395 -1.034412  0.10
H -1.277998 -1.673282 0.679613  0.11

Forces on the atoms, in the same order (eV/Å):
0.163 0.136 -0.017
-0.209 -0.004 0.080
0.306 0.956 0.103
-0.298 -1.084 -0.127
0.070 0.020 -0.082
-0.104 0.146 0.057
0.003 -0.185 -0.013
-0.088 -0.031 -0.071
-0.036 -0.077 0.090
0.018 0.085 -0.136
-0.030 -0.051 0.165
0.017 -0.078 -0.117
0.094 -0.076 0.097
0.089 0.119 0.124
0.005 0.125 -0.154

Summary:
SMILES string: N#C[C@H](N)C1CC1
Max |F| in eV/Å: 1.13
Electronic energy in eV: -8293.74207

***

Entry from OMol25: a molecular structure, C5H8N2 in a non-equilibrium geometry (ωB97M-V/def2-TZVPD).

Last column: Löwdin charge in e.
Positions of all 15 atoms, in Å:
C -1.234559 1.475359 -0.013885  -0.19
C 0.118276 -0.479267 -0.024775  -0.45
C 2.406257 -0.489338 0.061457  -0.16
C -1.130489 -1.254519 -0.041532  -0.07
C -2.309643 -1.647661 0.085444  0.10
H -1.207394 2.254878 1.200981  0.16
H -1.235946 2.027498 -1.084646  0.10
H -2.151310 0.410827 0.035204  0.14
H 0.800286 1.449651 -0.420095  0.20
H 3.062441 -1.326399 -0.227589  0.08
H 2.456871 0.164083 -0.781492  0.06
H 2.571475 -0.098545 1.089667  0.10
H -3.321018 -2.119073 -0.007202  0.07
N -0.009831 0.852180 0.107826  -0.13
N 1.184588 -1.219669 0.020630  0.00

Forces on the atoms, in the same order (eV/Å):
-3.580 1.025 1.532
0.486 -3.586 0.647
0.725 -2.211 0.235
-3.936 -0.850 0.673
2.498 -0.015 -1.000
-1.023 -1.793 -4.162
-0.761 -0.629 2.853
2.597 4.233 -0.068
-2.258 -2.229 2.050
0.926 0.860 0.710
0.291 1.349 -0.235
0.334 0.191 -0.893
1.670 0.758 0.328
4.650 1.753 -2.363
-2.619 1.146 -0.306

Summary:
Max |F| in eV/Å: 5.50
Electronic energy in eV: -8288.53048

***

Entry from OMol25: C5H8N2 in the gas phase (ωB97M-V/def2-TZVPD).

Last column: Löwdin charge in e.
Positions of all 15 atoms, in Å:
C -1.604358 -0.268156 -0.159260  -0.06
C -0.359243 -0.198120 -1.010087  -0.28
C 0.680935 0.859665 -0.805681  -0.23
C 0.501372 1.832649 0.254638  -0.19
N 0.376709 2.628923 1.080134  0.16
N 0.948367 -0.534005 -0.492386  -0.07
C 1.095953 -0.952471 0.893720  -0.08
H -1.427032 -0.010218 0.890941  0.07
H -2.359138 0.424530 -0.540852  0.09
H -2.015792 -1.285021 -0.206806  0.09
H -0.505298 -0.534069 -2.036698  0.14
H 1.239334 1.251725 -1.651907  0.14
H 0.147235 -1.267971 1.336728  0.07
H 1.499656 -0.146201 1.509964  0.08
H 1.781306 -1.801256 0.937547  0.08

Forces on the atoms, in the same order (eV/Å):
-0.036 -0.008 0.047
-0.234 -0.037 -0.060
0.028 0.202 -0.125
-0.139 0.331 0.309
0.075 -0.478 -0.388
0.147 -0.223 -0.013
0.032 -0.098 0.292
-0.014 -0.004 -0.275
0.064 -0.099 -0.015
0.051 0.228 0.075
0.021 0.137 0.121
-0.099 -0.007 0.095
0.117 0.006 -0.023
0.018 -0.064 0.002
-0.029 0.115 -0.041

Summary:
SMILES string: C[C@H]1[C@@H](C#N)N1C
Max |F| in eV/Å: 0.62
Electronic energy in eV: -8293.26525

***

Entry from OMol25: a molecular structure, C5H8N2 in a non-equilibrium geometry (ωB97M-V/def2-TZVPD).

Last column: Löwdin charge in e.
Positions of all 15 atoms, in Å:
C 0.901288 0.729590 -1.038241  0.01
C -1.323065 0.177903 -0.021285  -0.18
C -0.761754 -1.080822 -0.651557  -0.20
N 0.557338 -0.562701 -0.107585  -0.07
C -0.292006 -0.066341 1.052086  -0.35
C 0.338760 0.999459 1.843048  -0.17
N 0.848239 1.838168 2.456350  0.15
H 1.683415 0.357048 -1.687657  0.07
H 0.092139 1.167583 -1.649184  0.09
H 1.248580 1.529608 -0.380091  0.07
H -2.363746 0.331994 0.193857  0.05
H -0.703454 -1.256282 -1.732128  0.11
H -0.977598 -2.050018 -0.141869  0.11
H 1.279550 -1.281826 0.139401  0.18
H -0.453596 -0.942733 1.728903  0.14

Forces on the atoms, in the same order (eV/Å):
0.690 -0.729 0.392
-0.919 -0.132 0.374
-0.205 0.060 -0.358
0.057 0.771 -0.552
-0.043 0.272 0.065
0.237 0.851 0.503
-0.465 -0.828 -0.591
0.472 -0.009 0.015
0.244 -1.056 0.721
0.166 -0.366 -0.069
-0.366 -0.215 0.260
-0.255 0.175 0.107
0.286 0.199 -0.049
-0.186 0.942 -0.573
0.286 0.064 -0.245

Summary:
Max |F| in eV/Å: 1.30
Electronic energy in eV: -8289.61010

***

Number 1: E_LUMO 0.9381 eV. Number 2: E_LUMO 0.7560 eV. Number 3: E_LUMO 0.9186 eV. Number 4: E_LUMO 0.5681 eV.